{
  "formula": "C4H12NS2",
  "method": "the ωB97M-V functional and the def2-TZVPD basis",
  "total_charge": 1,
  "relative_energy_kj_mol": 110.32,
  "gap_ev": 8.90,
  "molar_mass_g_mol": 138.28,
  "elements": ["C", "S", "S", "C", "H", "H", "H", "H", "H", "H", "C", "C", "N", "H", "H", "H", "H", "H", "H"],
  "xyz": [[-0.54, 1.69, -1.30], [0.70, 0.36, -1.51], [-0.48, -1.21, -0.79], [0.77, -2.52, -0.73], [-1.52, 1.22, -1.15], [-0.30, 2.30, -0.44], [-0.56, 2.31, -2.19], [1.63, -2.20, -0.16], [0.28, -3.34, -0.22], [1.07, -2.81, -1.73], [-0.20, 0.96, 2.83], [-1.26, 1.64, 2.51], [0.52, 0.10, 1.87], [0.19, 0.91, 3.84], [-1.73, 2.24, 3.26], [-1.73, 1.63, 1.53], [-0.10, -0.57, 1.34], [0.95, 0.65, 1.11], [1.26, -0.42, 2.33]]
}

---

{
  "formula": "C38H27Cl2CuN4O4",
  "method": "the ωB97M-V functional and the def2-TZVPD basis",
  "total_charge": -1,
  "multiplicity": 2,
  "s_squared": 0.76,
  "gap_ev": [6.55, 7.13],
  "molar_mass_g_mol": 738.11,
  "elements": ["Cu", "O", "C", "C", "O", "O", "C", "C", "C", "C", "C", "C", "C", "C", "C", "C", "C", "C", "H", "H", "H", "H", "H", "H", "H", "H", "H", "H", "H", "Cl", "C", "C", "C", "Cl", "C", "C", "C", "C", "N", "C", "C", "O", "H", "H", "H", "H", "N", "C", "N", "C", "C", "C", "C", "C", "C", "H", "H", "H", "H", "H", "H", "C", "C", "C", "C", "C", "C", "C", "C", "N", "H", "H", "H", "H", "H", "H"],
  "xyz": [[0.20, -0.12, -1.37], [0.10, 0.24, 0.86], [1.36, 0.75, 1.32], [2.43, 0.81, 0.13], [3.46, 1.43, 0.36], [2.15, 0.18, -0.91], [1.21, 2.15, 1.86], [2.04, 2.60, 2.89], [1.91, 3.89, 3.37], [0.96, 4.75, 2.85], [0.16, 4.32, 1.81], [0.29, 3.03, 1.32], [1.85, -0.23, 2.38], [0.94, -0.67, 3.33], [1.32, -1.57, 4.31], [2.62, -2.04, 4.36], [3.54, -1.58, 3.43], [3.16, -0.68, 2.45], [-0.41, 0.99, 0.54], [2.78, 1.94, 3.29], [2.56, 4.23, 4.17], [0.87, 5.76, 3.23], [-0.57, 4.98, 1.38], [-0.32, 2.76, 0.47], [-0.07, -0.29, 3.32], [0.60, -1.90, 5.04], [2.92, -2.74, 5.12], [4.56, -1.94, 3.46], [3.89, -0.32, 1.75], [0.00, 4.85, -1.83], [0.01, 3.69, -3.11], [0.04, 4.13, -4.42], [0.05, 3.23, -5.46], [0.05, 3.83, -7.09], [0.03, 1.85, -5.22], [0.04, 0.85, -6.22], [-0.01, -0.47, -5.86], [-0.06, -0.80, -4.50], [-0.05, 0.10, -3.56], [0.00, 1.40, -3.87], [-0.01, 2.32, -2.75], [-0.08, 1.90, -1.56], [0.05, 5.19, -4.62], [0.07, 1.15, -7.26], [-0.02, -1.25, -6.61], [-0.12, -1.84, -4.19], [-4.33, 0.40, -1.74], [-3.02, 0.71, -1.98], [-2.21, 0.25, -1.08], [-3.00, -0.39, -0.16], [-2.66, -1.02, 1.03], [-3.68, -1.59, 1.76], [-5.01, -1.54, 1.33], [-5.37, -0.90, 0.16], [-4.35, -0.32, -0.57], [-5.12, 0.67, -2.30], [-2.71, 1.30, -2.83], [-1.63, -1.04, 1.35], [-3.45, -2.08, 2.69], [-5.78, -2.01, 1.94], [-6.40, -0.84, -0.16], [0.17, -2.17, -1.40], [0.52, -2.83, -0.20], [1.87, -3.03, 0.17], [2.20, -3.71, 1.31], [1.21, -4.22, 2.16], [-0.14, -4.03, 1.81], [-0.47, -3.36, 0.67], [1.55, -4.91, 3.32], [1.84, -5.50, 4.27], [-0.86, -2.29, -1.72], [0.90, -2.24, -2.20], [2.64, -2.63, -0.47], [3.24, -3.86, 1.58], [-0.91, -4.43, 2.46], [-1.51, -3.24, 0.40]]
}